ORCA calculation (ωB97M-V/def2-TZVPD) on a structure of composition C16H112BFIN3NbO41.

The total charge is -1. Its relative energy (zero: lowest compared OMol25 entry of this formula, charge and spin) is 4.860 eV.

Element x y z (Å)
O (2.510, 5.800, -2.989)
O (6.679, 4.310, 4.066)
O (3.897, 3.844, 5.077)
H (2.875, 0.892, 2.270)
C (1.673, -0.872, 1.647)
H (0.136, -4.856, 4.062)
H (1.814, -3.417, 6.159)
H (3.059, 2.849, -0.825)
H (6.594, 10.440, -2.443)
O (2.053, -3.228, 7.078)
H (1.986, -0.203, -1.672)
H (-5.768, 0.724, 0.285)
H (-1.691, -4.213, -0.077)
O (-8.541, 6.073, 2.388)
H (4.521, -3.324, 1.505)
O (1.029, -0.316, 10.188)
H (-5.248, -1.275, -3.598)
O (-0.967, 1.201, 4.751)
O (3.821, -3.605, 2.108)
H (0.251, -3.455, 2.092)
O (0.112, 3.855, -5.178)
H (2.270, -2.382, -1.548)
H (1.780, -5.247, -3.737)
H (2.213, 2.740, 4.461)
H (5.418, 3.387, 0.288)
C (-0.690, -2.959, 1.630)
H (4.285, -4.122, 2.779)
H (-0.504, 0.684, 5.423)
H (7.853, 1.040, -5.754)
N (-3.770, -1.694, -0.442)
H (-1.208, -7.930, 2.144)
H (4.154, 8.157, -1.842)
O (-1.378, -1.978, -1.356)
H (6.614, 2.681, -4.125)
H (2.697, 7.094, -0.857)
H (-6.258, -6.554, 2.346)
H (-5.135, -2.103, -2.324)
O (0.960, -4.397, 4.250)
H (0.300, 4.994, 3.540)
O (2.412, 3.563, -0.938)
H (1.643, -5.018, 3.967)
O (5.980, 4.169, 0.198)
H (1.827, 1.307, 0.827)
H (6.403, -2.126, -8.687)
H (7.235, -2.899, -5.714)
H (-3.862, -5.459, -2.275)
O (7.294, -3.026, -4.759)
H (-7.192, -6.422, 1.151)
H (-1.158, -2.356, 2.496)
O (3.685, 8.666, -2.518)
O (0.952, 5.497, 3.035)
O (1.923, 2.688, 3.541)
H (-0.951, 0.279, -2.864)
H (-7.538, -2.533, -3.270)
H (1.207, -0.738, 2.695)
H (4.609, -0.246, 1.125)
H (3.914, 4.605, 4.484)
O (-8.059, 3.138, -5.063)
H (4.923, -3.793, -5.021)
H (4.806, -2.951, -6.284)
H (-7.587, 1.426, -1.013)
H (3.538, 0.815, -5.540)
H (6.619, 4.428, 3.108)
C (-4.118, 1.898, -0.853)
O (4.633, -3.838, -5.941)
H (0.159, -0.675, 9.976)
H (-7.013, -8.001, 3.608)
H (1.498, 1.792, 10.551)
O (-7.170, -6.719, 2.068)
O (7.147, 0.761, -5.158)
H (1.725, 5.586, -3.512)
C (3.786, 0.129, 0.401)
H (2.095, 3.572, 3.191)
H (-7.597, 2.624, -4.387)
H (2.635, 6.749, -3.132)
H (-0.780, -4.462, -2.360)
H (-7.100, 2.898, 0.988)
O (0.142, -4.228, -2.676)
C (-3.069, -4.046, 1.798)
H (0.804, 2.024, -3.448)
C (0.882, 0.071, -1.444)
C (-3.233, 1.738, 0.504)
H (5.796, 3.825, -3.541)
H (-7.360, 3.415, -5.666)
H (-4.434, 3.004, -0.932)
Nb (0.064, -1.450, 0.106)
H (-1.686, 1.012, -0.919)
H (-2.568, 0.138, 6.212)
H (-8.572, 6.361, 1.467)
I (-3.446, -5.896, 2.976)
O (-2.955, -5.559, -2.591)
H (-2.175, -0.469, 1.535)
H (2.357, 3.680, -1.895)
H (0.877, -6.234, -1.391)
O (5.645, -1.931, -8.122)
H (-3.129, 1.594, -4.857)
C (0.137, -0.063, -2.890)
C (0.959, 0.953, -3.859)
C (-1.672, 1.365, 0.179)
B (0.972, -4.215, -1.477)
O (-5.795, -3.817, 0.373)
O (2.217, -3.048, 10.266)
H (2.318, -3.254, 0.099)
O (-5.425, -2.156, -3.247)
H (-3.311, 2.717, 1.091)
O (-2.301, 2.051, -4.664)
O (6.641, 3.368, -3.446)
H (-1.003, 2.280, 0.334)
C (2.461, 0.472, 1.273)
O (-6.359, -8.450, 4.159)
H (-3.017, -6.245, -3.268)
H (-5.506, 0.142, -1.459)
H (7.602, 0.236, -4.486)
H (-7.629, 6.242, 2.654)
H (7.935, -3.740, -4.657)
H (-0.198, -7.984, 1.008)
C (-1.620, -4.140, 1.058)
O (-8.420, 0.763, -3.063)
C (-2.678, -1.675, -0.980)
H (-2.569, -1.299, 6.715)
H (0.793, 3.232, -5.461)
H (-3.756, 0.935, 1.125)
N (-6.693, 1.900, -1.235)
H (2.165, -2.924, 9.308)
H (4.968, 0.291, -5.476)
O (3.272, 6.439, -0.444)
H (-3.947, -3.907, 1.065)
C (-5.518, 1.074, -0.772)
C (1.632, -2.921, -0.758)
H (-3.138, -3.196, 2.556)
H (2.407, -1.746, 1.709)
H (2.706, 5.660, -0.345)
H (-6.445, -4.128, -0.269)
O (-1.999, -0.526, 6.623)
H (0.679, 2.937, 11.131)
H (6.477, 11.267, -3.715)
H (4.725, 3.911, 5.567)
O (-0.352, -8.307, 1.904)
H (-3.570, 1.557, -1.794)
O (-8.225, -1.910, -2.990)
H (-5.562, -2.930, 0.059)
H (-9.269, 1.213, -3.162)
C (-1.275, 0.104, 1.097)
H (3.610, -0.762, -0.320)
H (-0.717, 3.396, -5.371)
H (5.404, 1.276, -0.269)
H (2.086, 0.740, -3.709)
H (-1.617, 1.426, -4.948)
H (-9.052, -2.375, -3.172)
H (2.781, -5.293, -4.885)
H (0.811, 1.153, -1.085)
H (-7.938, 3.695, 1.980)
H (1.581, -1.101, 10.315)
F (0.558, 0.846, -5.255)
H (-0.714, 0.524, 2.021)
H (-0.266, 1.483, 4.147)
H (4.136, 1.262, -1.292)
O (1.526, 2.485, 11.227)
H (-1.158, -5.137, 1.415)
O (2.638, -5.619, -3.986)
N (4.364, 1.336, -0.284)
H (-8.445, 0.067, -3.733)
H (0.450, 5.850, 2.290)
O (1.230, -5.507, -0.833)
O (-7.033, 3.589, 1.662)
H (2.853, -3.765, 10.374)
O (4.204, 0.495, -4.918)
H (4.970, -1.621, -8.738)
H (5.400, 4.826, -0.210)
H (-6.666, 1.959, -2.260)
H (1.579, -2.410, 7.278)
O (6.307, 10.385, -3.363)
H (7.320, 3.597, 4.173)
H (-5.511, -8.184, 3.780)
H (0.254, -1.100, -3.351)
H (4.383, 8.949, -3.124)

Atomic partial charges in e from the Löwdin method, atoms 1 to 99: -0.063, -0.057, -0.061, 0.089, -0.322, 0.033, 0.014, -0.012, 0.045, -0.060, 0.034, 0.107, 0.076, -0.066, 0.041, -0.051, 0.043, -0.075, -0.060, 0.046, -0.065, 0.044, 0.000, 0.023, -0.004, -0.341, 0.037, 0.020, 0.055, 0.153, -0.040, 0.030, -0.291, -0.009, 0.015, -0.054, -0.007, -0.048, 0.044, -0.062, 0.049, -0.068, 0.078, 0.045, 0.026, 0.037, -0.055, 0.039, 0.055, -0.056, -0.057, -0.068, 0.076, 0.019, 0.055, 0.116, 0.044, -0.068, 0.031, -0.004, 0.056, 0.028, 0.035, -0.174, -0.069, 0.048, 0.001, 0.000, -0.078, -0.045, 0.040, -0.269, 0.011, 0.003, 0.014, 0.078, -0.003, 0.017, -0.559, 0.115, -0.329, -0.195, 0.032, 0.034, 0.105, 1.908, 0.056, 0.037, 0.040, 0.783, -0.043, 0.038, 0.020, 0.087, -0.046, 0.042, -0.243, -0.186, -0.252


ORCA calculation (ωB97M-V/def2-TZVPD) on a cluster of 13 separate species, C16H11B2Cl48O4 in total.

The total charge is -1.

Element x y z (Å)
Cl (-1.413, 3.158, -5.854)
Cl (-0.092, -0.662, -1.732)
Cl (-11.905, -1.148, 2.358)
Cl (1.753, 7.937, 2.949)
C (-0.083, 2.919, -4.697)
Cl (0.860, 5.305, 3.679)
B (2.193, 1.465, -1.460)
H (6.423, 0.468, -2.504)
Cl (2.162, 6.799, -7.304)
H (3.493, -0.525, 0.810)
Cl (-4.031, 4.768, -2.899)
Cl (-5.375, 3.638, -5.181)
Cl (-0.764, 6.945, 1.959)
Cl (-3.898, 1.934, -3.390)
C (2.739, -0.198, 0.100)
O (4.110, -2.865, -2.031)
H (2.152, -1.616, -1.297)
Cl (-4.618, -7.979, 8.119)
C (1.935, -5.009, -3.854)
Cl (0.123, 1.199, -4.404)
Cl (-0.479, 7.625, 4.746)
Cl (-3.178, -9.400, 6.067)
C (5.820, 1.242, -0.619)
Cl (1.450, -3.400, -3.364)
H (1.053, 1.932, -1.514)
Cl (-1.372, -3.160, -1.029)
Cl (4.213, 4.699, 3.546)
Cl (-2.148, -0.724, 0.283)
Cl (6.412, 2.830, 3.428)
Cl (-7.885, -5.358, 1.636)
Cl (-9.269, 0.015, 2.216)
Cl (-3.472, -2.818, 2.275)
O (5.478, -1.020, -1.531)
B (4.230, -1.544, -1.648)
Cl (8.578, -2.038, 5.760)
H (4.702, 0.725, -2.393)
C (-7.221, -5.251, 0.001)
Cl (-4.167, -0.918, 4.322)
Cl (-6.161, -2.721, 3.277)
C (0.471, 7.283, -7.165)
Cl (-6.448, -6.780, -0.419)
Cl (0.378, 9.045, -7.031)
H (6.632, 1.929, -0.809)
Cl (9.247, 0.327, 4.255)
Cl (-2.723, -6.583, 6.456)
Cl (-0.241, 6.539, -5.745)
C (4.646, 2.987, 3.444)
C (8.386, -0.283, 5.670)
Cl (0.497, -5.946, -4.305)
H (4.931, 1.773, -0.304)
O (2.371, 0.160, -2.212)
Cl (6.682, 0.124, 5.538)
Cl (-6.042, -3.949, -0.077)
C (0.341, 6.946, 3.332)
H (6.118, 0.585, 0.188)
Cl (-9.827, -2.052, 4.142)
Cl (-2.827, -1.143, -2.486)
C (2.886, -0.799, -1.302)
Cl (-0.471, 3.740, -3.190)
Cl (-6.372, 3.130, -2.524)
Cl (-9.691, -2.696, 1.343)
Cl (3.994, 2.148, 4.872)
H (2.969, 2.329, -1.957)
Cl (3.969, 2.290, 1.991)
Cl (-0.407, 6.762, -8.607)
C (-10.174, -1.469, 2.511)
C (5.569, 0.385, -1.843)
Cl (3.021, -4.913, -5.244)
Cl (-5.214, -7.495, 5.341)
C (-3.933, -7.865, 6.496)
C (-1.594, -1.417, -1.244)
Cl (2.752, -5.850, -2.532)
Cl (1.407, 3.590, -5.359)
Cl (-4.046, -3.732, 4.950)
Cl (-8.533, -4.926, -1.140)
C (-4.457, -2.547, 3.707)
H (4.787, -3.371, -1.558)
O (2.702, 1.191, -0.075)
Cl (9.061, 0.453, 7.129)
C (-4.914, 3.364, -3.496)
H (1.748, -0.511, 0.438)

How positive or negative is each atom? The Löwdin charges in e answer that: 0.475, 0.681, 0.522, 0.513, -2.029, 0.521, -0.676, 0.112, 0.519, 0.117, 0.515, 0.510, 0.526, 0.504, -0.202, 0.092, 0.058, 0.518, -2.041, 0.572, 0.506, 0.523, -0.071, 0.596, 0.017, 0.508, 0.495, 0.506, 0.491, 0.480, 0.532, 0.502, 0.087, -0.613, 0.515, 0.105, -2.055, 0.536, 0.484, -2.061, 0.532, 0.510, 0.070, 0.518, 0.513, 0.514, -2.016, -2.064, 0.499, 0.011, -0.196, 0.504, 0.524, -2.068, 0.077, 0.516, 0.497, -0.289, 0.529, 0.514, 0.493, 0.487, 0.072, 0.685, 0.515, -2.060, -0.199, 0.522, 0.519, -2.069, -1.994, 0.531, 0.513, 0.502, 0.514, -2.043, 0.103, -0.228, 0.512, -2.061, 0.101


ORCA calculation (ωB97M-V/def2-TZVPD) on a structure of composition C16H11Cl3N3OV.

Its spin multiplicity is 4. The total charge is +1. The expectation value of S² is 3.758.

Element x y z (Å)
C (-12.437, 2.305, 12.058)
Cl (-1.841, -0.331, 9.129)
Cl (-6.716, -2.685, 10.004)
C (-5.049, 0.628, 11.129)
C (-10.664, 0.789, 11.947)
H (-3.041, 1.374, 10.989)
C (-5.547, -1.420, 10.200)
H (-12.446, 0.460, 10.729)
H (-9.060, 4.832, 16.270)
C (-3.790, 0.654, 10.639)
C (-10.543, 2.469, 13.528)
C (-11.898, 1.116, 11.512)
C (-6.007, -0.321, 10.980)
H (-10.497, 3.790, 14.996)
C (-7.182, 3.892, 16.701)
C (-11.779, 2.962, 13.069)
C (-6.548, 2.034, 15.331)
N (-7.720, 2.119, 14.688)
N (-9.932, 1.395, 12.905)
H (-5.343, 2.865, 16.999)
H (-12.138, 3.814, 13.581)
C (-6.201, 2.945, 16.351)
V (-7.746, 1.254, 12.777)
C (-8.598, 3.048, 15.061)
H (-13.385, 2.599, 11.740)
H (-7.018, 4.598, 17.470)
O (-7.255, -0.166, 11.457)
C (-8.296, 4.041, 15.989)
Cl (-5.644, 2.080, 12.015)
C (-4.300, -1.467, 9.590)
N (-9.935, 3.094, 14.586)
H (-10.205, -0.074, 11.669)
H (-3.993, -2.312, 8.981)
H (-5.925, 1.181, 15.080)
C (-3.401, -0.428, 9.849)

How positive or negative is each atom? The natural (NBO) charges in e answer that: -0.088, 0.049, 0.043, -0.048, 0.067, 0.255, -0.054, 0.265, 0.239, -0.252, 0.409, -0.262, 0.259, 0.414, -0.116, -0.278, 0.070, -0.591, -0.593, 0.252, 0.226, -0.244, 1.267, 0.407, 0.235, 0.238, -0.798, -0.255, 0.021, -0.231, -0.562, 0.212, 0.259, 0.226, -0.040


no.,E_tot (Ha)
1,-4405.1510
2,-23056.1709
3,-3180.2143